# C4H6O2

One molecule with the formula C4H6O2 (ωB97M-V with the def2-TZVPD basis set, OMol25).

The geometry in XYZ format:
```
12
Properties=species:S:1:pos:R:3
O 0.575 -2.269 -0.943
C 1.080 -1.212 -0.248
C 0.374 -0.116 -0.038
C -0.937 0.388 -0.496
C -0.034 1.237 0.373
O -0.532 1.475 1.659
H -0.378 -2.117 -1.021
H 2.098 -1.405 0.071
H -1.818 -0.025 -0.008
H -1.045 0.625 -1.555
H 0.445 2.105 -0.090
H 0.172 1.315 2.297
```

ΔE to the lowest compared entry with this formula, charge and spin in kcal per mole: 61.53
E_LUMO in eV: 0.83
Net charge: 0
SMILES string: O/C=C1\C[C@H]1O
Strongest force on any atom in eV/Å: 0.47
Highest occupied orbital energy in eV: -8.980
Frontier orbital gap in eV: 9.81
Spin multiplicity: 1

***

# C15H13FeNO5

C15H13FeNO5 as an isolated structure in a non-equilibrium geometry (ωB97M-V with the def2-TZVPD basis set, OMol25).

The geometry in XYZ format:
```
35
Properties=species:S:1:pos:R:3
C -2.843 1.212 0.222
O -1.700 0.932 -0.638
C -0.592 0.301 -0.087
C -0.322 0.331 1.326
C 0.034 -1.029 1.911
C 0.403 -2.167 0.997
C 0.543 -1.871 -0.352
C 0.076 -0.673 -0.911
Fe 0.411 2.531 0.578
C 1.539 2.117 1.907
O 2.406 1.694 2.558
C -0.013 4.148 0.995
O 0.006 5.262 1.335
C 1.656 2.901 -0.542
O 2.632 2.922 -1.223
H -2.717 2.188 0.731
H -3.729 1.267 -0.422
H -2.995 0.417 0.974
H -0.997 0.903 1.988
H 0.736 -0.918 2.753
H -0.914 -1.348 2.350
H 0.612 -3.168 1.341
H 1.038 -2.620 -0.979
H 0.175 -0.467 -1.980
N -0.141 -3.507 3.034
C -1.129 -4.430 2.705
O -1.581 -4.487 1.546
C -1.624 -5.294 3.784
C -1.201 -5.098 5.072
C -0.221 -4.126 5.356
C 0.201 -3.305 4.293
H -2.381 -6.022 3.479
H -1.631 -5.699 5.876
H 0.203 -3.981 6.360
H 0.858 -2.443 4.510
```

ΔE to the lowest compared entry with this formula, charge and spin in kcal per mole: 16.66
E_LUMO (spin up / spin down) in eV: 0.05 / -3.04
Net charge: 0
Strongest force on any atom in eV/Å: 6.49
Highest occupied orbital energy (spin up / spin down) in eV: -6.972 / -8.483
Frontier orbital gap (spin up / spin down) in eV: 7.03 / 5.44
Spin multiplicity: 5

***

# C5H12O2

One molecule with the formula C5H12O2 (ωB97M-V with the def2-TZVPD basis set, OMol25).

The geometry in XYZ format:
```
19
Properties=species:S:1:pos:R:3
C 2.516 -0.661 -0.680
O 1.152 -0.020 0.169
C -0.192 -0.450 -0.215
C -0.385 -1.917 0.124
C -1.217 0.470 0.436
C -1.011 1.955 0.132
O 0.084 2.514 0.819
H 1.939 -1.241 -1.431
H 1.376 -0.376 1.042
H 2.738 0.281 -1.218
H -0.183 -0.301 -1.300
H -0.400 -2.062 1.211
H 0.420 -2.524 -0.300
H -1.342 -2.272 -0.271
H -1.206 0.328 1.525
H -2.208 0.157 0.081
H -0.922 2.098 -0.959
H -1.891 2.515 0.460
H 0.874 2.037 0.528
```

ΔE to the lowest compared entry with this formula, charge and spin in kcal per mole: 107.88
E_LUMO in eV: 0.75
Net charge: 0
Strongest force on any atom in eV/Å: 0.46
Highest occupied orbital energy in eV: -7.853
Frontier orbital gap in eV: 8.60
Spin multiplicity: 1

***

# C2H2ClN3

C2H2ClN3 as an isolated structure in a non-equilibrium geometry (ωB97M-V with the def2-TZVPD basis set, OMol25).

The geometry in XYZ format:
```
8
Properties=species:S:1:pos:R:3
C 1.626 0.378 0.133
C 0.776 -0.461 0.675
N 2.484 0.970 -0.356
N -1.680 0.086 -0.636
N -1.197 1.124 -0.523
Cl -0.129 -1.540 -0.192
H 0.832 -0.457 1.734
H -2.713 -0.099 -0.836
```

ΔE to the lowest compared entry with this formula, charge and spin in kcal per mole: 106.05
E_LUMO (spin up / spin down) in eV: -0.18 / -1.17
Net charge: 0
Strongest force on any atom in eV/Å: 3.72
Highest occupied orbital energy (spin up / spin down) in eV: -8.634 / -8.176
Frontier orbital gap (spin up / spin down) in eV: 8.46 / 7.00
Spin multiplicity: 1

***

# C6H10O

A 2-piece molecular cluster, C6H10O overall in a non-equilibrium geometry (ωB97M-V with the def2-TZVPD basis set, OMol25).

The geometry in XYZ format:
```
17
Properties=species:S:1:pos:R:3
C 1.063 -1.043 0.528
C -1.265 -1.270 -0.420
C 0.702 0.300 0.274
C -0.703 0.555 0.665
C 1.436 1.165 -0.478
C -1.423 1.621 0.209
O 2.202 -1.625 0.108
H 2.723 -1.009 -0.428
H 0.602 -1.602 1.330
H -0.985 0.118 1.622
H -1.020 -0.955 -1.429
H -1.034 -2.314 -0.232
H -2.301 -1.084 -0.166
H 1.077 2.154 -0.716
H 2.409 0.906 -0.882
H -1.098 2.217 -0.633
H -2.383 1.866 0.646
```

ΔE to the lowest compared entry with this formula, charge and spin in kcal per mole: 113.99
E_LUMO (spin up / spin down) in eV: -0.18 / 0.22
Net charge: 0
Strongest force on any atom in eV/Å: 1.71
Highest occupied orbital energy (spin up / spin down) in eV: -7.110 / -7.713
Frontier orbital gap (spin up / spin down) in eV: 6.93 / 7.93
Spin multiplicity: 1

***

# C12H18F9NO9Pt

C12H18F9NO9Pt as an isolated structure in a non-equilibrium geometry (ωB97M-V with the def2-TZVPD basis set, OMol25).

The geometry in XYZ format:
```
50
Properties=species:S:1:pos:R:3
Pt 0.089 1.195 0.187
N 2.238 3.682 1.275
O 2.102 4.930 1.327
O 3.340 3.155 1.548
O 1.218 2.976 1.009
C 0.326 1.611 -2.657
O -0.550 2.272 -1.719
O 1.035 0.718 -1.923
C -0.466 1.038 -3.856
F 0.089 -0.035 -4.445
F -1.693 0.630 -3.454
F -0.636 1.984 -4.807
C -0.983 3.577 -2.063
C -2.009 4.018 -1.025
H -2.922 3.426 -1.089
H -1.621 3.975 -0.005
H -2.327 5.050 -1.212
H -1.666 3.506 -2.919
H -0.194 4.315 -2.191
H 1.041 2.355 -3.044
C -2.505 0.076 0.590
O -1.343 -0.536 -0.017
O -2.024 1.286 0.956
C -3.740 -0.006 -0.361
F -4.872 0.087 0.406
F -3.744 1.060 -1.219
F -3.831 -1.120 -1.146
C -1.191 -1.963 0.127
C -0.344 -2.446 -1.000
H -0.749 -2.383 -2.013
H 0.609 -1.917 -1.059
H -0.114 -3.509 -0.847
H -2.168 -2.444 0.222
H -0.683 -2.142 1.077
H -2.719 -0.524 1.490
C 1.922 -1.004 2.191
O 2.244 -2.187 1.453
O 1.428 -0.172 1.287
C 0.847 -1.458 3.317
F -0.217 -0.627 3.331
F 0.334 -2.701 3.165
F 1.404 -1.379 4.558
C 3.011 -3.162 2.141
C 3.119 -4.334 1.199
H 3.874 -5.009 1.632
H 2.191 -4.904 1.139
H 3.457 -4.055 0.204
H 2.582 -3.466 3.104
H 4.034 -2.831 2.381
H 2.778 -0.608 2.758
```

ΔE to the lowest compared entry with this formula, charge and spin in kcal per mole: 0.00
E_LUMO (spin up / spin down) in eV: 4.83 / 4.83
Net charge: -2
Strongest force on any atom in eV/Å: 3.30
Highest occupied orbital energy (spin up / spin down) in eV: -2.025 / -1.789
Frontier orbital gap (spin up / spin down) in eV: 6.86 / 6.62
Spin multiplicity: 3

***

# C15H25FN2O12S3

A 4-piece molecular cluster, C15H25FN2O12S3 overall in a non-equilibrium geometry (ωB97M-V with the def2-TZVPD basis set, OMol25).

The geometry in XYZ format:
```
58
Properties=species:S:1:pos:R:3
C 3.108 4.169 -3.316
C 3.226 2.697 -2.878
C 2.957 2.481 -1.384
F 2.092 3.487 -0.988
C 4.190 2.563 -0.488
C 5.122 3.603 -0.963
N 5.860 4.424 -1.335
C 3.854 2.965 0.978
C 2.652 2.188 1.531
C 5.008 1.241 -0.410
C 4.837 0.346 -1.549
N 4.573 -0.397 -2.402
H 3.380 4.858 -2.528
H 2.082 4.381 -3.595
H 3.713 4.311 -4.205
H 2.421 2.176 -3.393
H 4.144 2.232 -3.217
H 2.429 1.545 -1.236
H 4.728 2.698 1.567
H 3.726 4.038 0.994
H 2.873 1.630 2.436
H 1.895 2.913 1.809
H 2.207 1.497 0.834
H 4.812 0.733 0.527
H 6.059 1.510 -0.374
O 0.097 0.771 0.783
S -1.030 0.023 0.345
O -2.355 0.389 0.703
O -0.794 -1.507 0.735
C -0.855 -2.333 -0.450
C -0.389 -1.426 -1.564
O -0.958 -0.146 -1.243
H -1.890 -2.653 -0.610
H -0.218 -3.207 -0.332
H -0.729 -1.759 -2.540
H 0.699 -1.322 -1.573
O -4.349 -0.387 6.401
S -3.394 0.619 6.104
O -2.814 1.423 7.116
O -4.004 1.564 4.960
C -3.135 1.583 3.818
C -2.449 0.237 3.840
O -2.213 -0.026 5.231
H -2.419 2.398 3.943
H -3.707 1.742 2.909
H -1.514 0.238 3.290
H -3.101 -0.547 3.450
O -5.059 -3.307 -3.196
S -4.177 -4.043 -2.372
O -2.944 -3.492 -1.916
O -3.891 -5.457 -3.066
C -4.254 -6.525 -2.179
C -5.368 -5.952 -1.329
O -4.974 -4.591 -1.098
H -3.382 -6.780 -1.574
H -4.568 -7.395 -2.748
H -5.487 -6.476 -0.386
H -6.319 -5.946 -1.865
```

ΔE to the lowest compared entry with this formula, charge and spin in kcal per mole: 0.00
E_LUMO in eV: 0.13
Net charge: 0
SMILES string: CC[C@H](F)[C@@](C#N)(CC)CC#N.O=S1(=O)OCCO1.O=S1(=O)OCCO1.O=S1(=O)OCCO1
Strongest force on any atom in eV/Å: 2.05
Highest occupied orbital energy in eV: -11.005
Frontier orbital gap in eV: 11.13
Spin multiplicity: 1

***

# C5H7NO

One molecule with the formula C5H7NO in a non-equilibrium geometry (ωB97M-V with the def2-TZVPD basis set, OMol25).

The geometry in XYZ format:
```
14
Properties=species:S:1:pos:R:3
C -1.662 -0.933 0.153
C -0.168 -0.740 0.386
C 0.543 0.488 -0.179
C -0.247 1.444 -0.960
N -0.901 2.129 -1.626
C 1.879 0.828 0.326
O 1.719 0.024 -0.825
H -2.304 -0.422 0.878
H -1.850 -2.010 0.200
H -1.931 -0.588 -0.852
H 0.124 -0.956 1.424
H 0.379 -1.427 -0.244
H 2.309 1.785 0.064
H 2.162 0.341 1.264
```

ΔE to the lowest compared entry with this formula, charge and spin in kcal per mole: 50.58
E_LUMO in eV: 0.85
Net charge: 0
SMILES string: CC[C@@]1(C#N)CO1
Strongest force on any atom in eV/Å: 1.17
Highest occupied orbital energy in eV: -11.076
Frontier orbital gap in eV: 11.93
Spin multiplicity: 1

***

- Number 1 is which compound?
  C4H6O2